Record 1
{"formula": "C2H9OS", "method": "wB97M-V/def2-TZVPD", "multiplicity": 1, "energy_ev": -15095.2278, "de_lowest_kcal_mol": 6.67, "orbital_gap_ev": 12.90, "charge": 1, "symbols": ["O", "H", "H", "H", "C", "S", "C", "H", "H", "H", "H", "H", "H"], "positions_angstrom": [[-1.7983, -0.8557, -1.0056], [-2.1004, -0.5313, -1.8643], [-2.6096, -0.7386, -0.4941], [-0.8667, -0.7806, 0.3543], [0.0373, 1.4635, 0.7168], [0.2230, -0.3313, 1.0271], [1.5774, -0.8476, -0.0872], [1.0056, 1.9531, 0.7006], [-0.5201, 1.6150, -0.2008], [-0.4534, 1.7947, 1.6261], [1.2810, -0.6599, -1.1147], [1.7957, -1.8725, 0.2045], [2.4285, -0.2088, 0.1373]]}

Record 2
{"formula": "C2HAgFO", "method": "wB97M-V/def2-TZVPD", "multiplicity": 2, "energy_ev": -10844.6249, "de_lowest_kcal_mol": 94.96, "orbital_gap_ev": [7.16, 7.45], "symbols": ["H", "O", "C", "C", "Ag", "F"], "positions_angstrom": [[0.2352, -1.7894, -0.0089], [1.1901, -0.7306, -0.3093], [-0.5438, 0.4672, 0.6401], [0.1564, -0.6380, 0.5409], [0.7448, 1.6798, -0.4716], [-1.7827, 1.0109, -0.3913]]}

Record 3
{"formula": "C2HBaFO", "method": "wB97M-V/def2-TZVPD", "multiplicity": 1, "energy_ev": -7539.8320, "orbital_gap_ev": [4.72, 4.16], "symbols": ["H", "O", "C", "C", "Ba", "F"], "positions_angstrom": [[0.5409, -2.0689, 0.2431], [1.1092, -1.0895, -0.2797], [-0.4591, 0.3684, 0.7116], [0.1904, -0.7353, 0.6132], [0.5439, 2.2347, -0.9419], [-1.9253, 1.2907, -0.3462]]}

Record 4
{"formula": "C2HBr2IO", "method": "wB97M-V/def2-TZVPD", "multiplicity": 1, "energy_ev": -152322.1693, "de_lowest_kcal_mol": 6.79, "orbital_gap_ev": 9.17, "symbols": ["C", "C", "O", "Br", "Br", "I", "H"], "positions_angstrom": [[-2.9095, 0.3280, -0.9987], [0.9636, -0.2490, 0.6192], [-2.5430, 0.5249, -2.0323], [0.2795, 1.1232, -0.6019], [1.5316, 0.5582, 2.3704], [2.4841, -1.4048, -0.4220], [0.1936, -0.8806, 1.0653]]}

Record 5
{"formula": "C2HBrClFO", "method": "wB97M-V/def2-TZVPD", "multiplicity": 1, "energy_ev": -89415.5433, "de_lowest_kcal_mol": 80.64, "orbital_gap_ev": [7.27, 9.20], "symbols": ["C", "C", "O", "F", "Cl", "Br", "H"], "positions_angstrom": [[-1.8149, 0.5415, -0.3261], [1.6228, -0.5411, 0.5112], [-2.2106, 1.4860, 0.2791], [0.2222, -0.5368, 0.4563], [-2.3440, -0.7479, -1.1307], [2.4524, -0.2554, -1.1726], [2.0721, 0.0537, 1.3828]]}

Record 6
{"formula": "C2HBrClFO", "method": "wB97M-V/def2-TZVPD", "multiplicity": 3, "energy_ev": -89415.5508, "de_lowest_kcal_mol": 25.10, "orbital_gap_ev": [7.95, 7.14], "symbols": ["C", "C", "O", "F", "Cl", "Br", "H"], "positions_angstrom": [[0.1271, 0.3365, 0.6226], [1.5518, 0.8458, 0.4979], [-0.2737, -0.0980, 1.7064], [2.0649, 1.2768, 1.6266], [1.5932, 1.9966, -0.8805], [2.5399, -0.7821, -0.0448], [-0.2982, 0.4343, -0.4020]]}

Record 7
{"formula": "C2HBrClIO", "method": "wB97M-V/def2-TZVPD", "multiplicity": 1, "energy_ev": -94800.7112, "de_lowest_kcal_mol": 43.55, "orbital_gap_ev": [6.43, 6.42], "symbols": ["C", "C", "O", "Cl", "Br", "I", "H"], "positions_angstrom": [[0.9105, 0.4713, -0.1222], [-0.2289, -0.5433, -0.0537], [1.2406, 0.9081, -1.2071], [-0.8168, -1.2786, -1.5208], [-0.3704, -1.6863, 1.4536], [-2.1581, 1.6466, 0.5580], [1.4231, 0.4822, 0.8923]]}

Record 8
{"formula": "C2HBrF2S", "method": "wB97M-V/def2-TZVPD", "multiplicity": 1, "energy_ev": -88398.0421, "de_lowest_kcal_mol": 89.95, "orbital_gap_ev": [8.26, 8.40], "symbols": ["C", "C", "F", "F", "S", "Br", "H"], "positions_angstrom": [[-0.1833, 0.6504, -0.1518], [-0.0274, -0.7573, 0.1884], [1.1173, -1.1872, 0.7249], [-1.0184, -1.5079, 0.6711], [-0.0765, -0.3941, -1.5875], [-1.5552, 1.8231, 0.2452], [1.7434, 1.3730, -0.0904]]}

Record 9
{"formula": "C2HBrI2", "method": "wB97M-V/def2-TZVPD", "multiplicity": 3, "energy_ev": -88329.0984, "de_lowest_kcal_mol": 5.88, "orbital_gap_ev": [5.86, 5.53], "symbols": ["C", "C", "Br", "I", "I", "H"], "positions_angstrom": [[0.7277, 0.2429, 0.0000], [-0.4674, -0.3285, 0.0000], [0.9841, 2.1035, 0.0000], [-0.6180, -2.4292, 0.0000], [-2.2684, 0.7419, 0.0000], [1.6420, -0.3306, 0.0000]]}

Record 10
{"formula": "C2HBrN2O", "method": "wB97M-V/def2-TZVPD", "multiplicity": 1, "energy_ev": -77154.4298, "de_lowest_kcal_mol": 104.87, "orbital_gap_ev": [6.92, 9.43], "symbols": ["C", "C", "N", "N", "O", "Br", "H"], "positions_angstrom": [[0.9955, 0.1096, 0.0363], [-1.2649, 1.1923, 0.1791], [-0.0980, 0.9186, 0.1959], [1.0246, -1.1322, -0.1492], [0.3728, -2.1251, 0.0430], [-2.8461, 0.4300, -0.1083], [1.8161, 0.6068, -0.1967]]}